1.
Density functional theory data (ωB97M-V/def2-TZVPD) for a molecular structure, C8H16IrN3O5PS3 at a distorted geometry.

The geometry in XYZ format:
```
37
Properties=species:S:1:pos:R:3:forces:R:3:mulliken_spin:R:1
Ir 0.436 -0.416 -3.178 0.2 -0.4 -0.1 0.91
O -1.116 -2.004 -3.016 0.2 -0.2 0.0 -0.01
S -1.902 -1.242 -2.075 -0.5 0.6 -0.1 -0.02
O -3.305 -1.301 -2.081 0.0 0.0 0.1 0.00
O -1.486 -1.963 -0.546 0.3 0.2 -0.4 0.00
O -1.269 0.101 -1.886 -0.4 -0.4 0.2 0.00
C 0.402 -0.474 3.203 -0.1 0.0 0.0 0.00
N 0.347 0.600 2.074 0.1 0.1 -0.1 0.00
C -0.889 1.504 2.347 0.1 -0.1 0.0 0.00
N -2.052 0.701 2.443 -0.1 0.2 0.0 0.00
C -1.955 -0.278 3.520 0.1 -0.1 -0.1 0.00
N -0.826 -1.183 3.277 0.0 0.0 0.1 0.00
C -1.055 -2.068 2.135 0.2 0.0 -0.3 0.00
P -1.249 -1.018 0.661 -0.6 -0.3 0.8 0.00
C 0.265 -0.005 0.693 0.1 0.0 0.1 -0.01
C -2.537 0.173 1.169 0.1 -0.2 -0.3 0.00
H 0.588 0.078 4.123 0.0 0.0 0.0 0.00
H 1.244 -1.130 2.987 0.0 0.0 0.0 0.00
H 1.197 1.169 2.113 0.0 0.0 0.1 0.00
H -0.953 2.226 1.535 0.0 0.0 0.0 0.00
H -0.688 2.016 3.287 0.0 0.0 0.0 0.00
H -2.875 -0.854 3.587 0.0 0.0 0.0 0.00
H -1.802 0.241 4.465 0.0 0.0 0.0 0.00
H -1.944 -2.686 2.273 0.0 0.1 0.1 0.00
H -0.208 -2.743 1.989 0.0 0.0 0.0 0.00
H 0.214 0.789 -0.050 0.0 0.0 0.0 0.00
H 1.145 -0.623 0.501 0.0 0.0 0.0 0.00
H -3.494 -0.337 1.287 0.0 0.0 0.0 0.00
H -2.660 0.975 0.439 0.0 0.0 0.0 0.00
C 4.369 1.966 -4.998 0.0 -0.1 0.0 0.00
O 3.836 0.613 -5.075 -0.2 0.0 0.1 -0.01
C 2.781 0.310 -4.407 0.8 0.3 -0.3 -0.03
S 1.880 1.273 -3.337 0.0 0.5 0.1 0.06
S 2.052 -1.214 -4.488 -0.2 -0.4 -0.1 0.09
H 5.089 2.029 -5.804 0.0 0.0 0.0 0.00
H 4.856 2.093 -4.033 0.0 0.0 0.0 0.00
H 3.563 2.683 -5.135 0.0 0.0 0.0 0.00
```
Positions in Å, forces in eV/Å.

Its total charge is +2. As for the expectation value of S²: 0.76. As for the spin multiplicity: 2. Its HOMO-LUMO gap (alpha / beta) is 8.22 / 7.55 eV.

***

2.
Density functional theory data (ωB97M-V/def2-TZVPD) for a gas-phase ion, H3N2O3S (charge -1) at a distorted geometry.

The geometry in XYZ format:
```
9
Properties=species:S:1:pos:R:3:forces:R:3:nbo_charge:R:1
N 1.548 0.223 0.214 -0.4 1.0 -1.6 -0.67
N 0.483 -0.629 0.588 -1.7 0.2 0.8 -0.69
S -1.037 -0.016 -0.051 0.0 -0.7 -1.2 2.44
O -2.054 -0.848 0.543 -0.1 -0.4 0.3 -1.01
O -0.794 -0.289 -1.481 -0.4 0.3 0.2 -1.07
O -1.157 1.387 0.252 0.5 0.8 0.5 -1.03
H 1.354 0.563 -0.797 0.3 -0.6 1.7 0.33
H 1.202 0.973 0.787 1.0 1.4 0.1 0.35
H 0.455 -1.366 -0.055 0.7 -2.0 -0.7 0.35
```
Positions in Å, forces in eV/Å.

Its total charge is -1. As for the SMILES: NNS(=O)(=O)[O-]. As for the spin multiplicity: 1. Its HOMO-LUMO gap is 9.32 eV.

***

3.
Density functional theory data (ωB97M-V/def2-TZVPD) for a molecular structure, C33H18Cl2N6O8Tc at a distorted geometry.

The geometry in XYZ format:
```
68
Properties=species:S:1:pos:R:3:forces:R:3:mulliken_spin:R:1
Tc -0.225 1.171 0.018 0.1 0.9 0.6 2.62
Cl 0.878 7.555 2.419 0.2 0.1 0.0 0.00
C 0.125 6.063 2.009 -0.4 -0.1 0.0 0.02
C 0.848 5.113 1.307 0.1 -0.2 0.0 0.00
C 0.246 3.907 0.974 -0.8 0.4 0.5 0.02
N 0.805 2.867 0.242 0.6 -0.3 0.1 0.04
C 1.656 3.210 -0.802 -0.1 -0.1 0.0 0.00
O 2.604 3.952 -0.767 -0.1 -0.1 0.0 0.04
C 1.059 2.689 -2.078 0.1 0.2 -0.5 0.04
C 1.505 3.097 -3.319 0.1 -0.1 0.2 0.00
C 0.748 2.778 -4.437 -0.2 -0.1 0.1 0.01
C -0.437 2.081 -4.263 0.2 0.1 0.0 0.00
C -0.796 1.674 -2.989 -0.2 -0.2 0.0 0.01
N -0.067 1.969 -1.920 0.1 0.2 -0.5 -0.06
C -1.105 3.666 1.320 0.6 0.9 0.2 0.05
C -1.813 4.621 2.046 -0.1 -0.2 -0.1 0.03
C -1.201 5.814 2.381 0.4 0.0 -0.1 0.00
Cl -2.091 6.996 3.262 -0.2 0.1 0.1 0.00
N -1.562 2.429 0.926 -0.3 -0.6 -0.9 0.12
C -2.546 1.786 1.666 0.1 0.0 0.0 -0.02
O -3.677 2.149 1.863 0.1 -0.1 0.0 0.03
C -1.904 0.612 2.349 -0.2 -0.2 0.5 0.02
C -2.532 -0.058 3.380 0.1 0.0 -0.3 0.01
C -1.772 -0.900 4.182 0.1 0.0 0.0 0.00
C -0.415 -0.996 3.939 -0.1 0.0 0.0 0.00
C 0.133 -0.332 2.847 0.1 -0.2 0.0 0.01
N -0.603 0.432 2.049 0.0 -0.3 0.0 -0.03
H 1.878 5.293 1.043 0.0 0.0 0.0 0.00
H 2.420 3.668 -3.376 0.0 0.0 0.0 0.00
H 1.071 3.076 -5.424 0.0 0.0 0.0 0.00
H -1.067 1.830 -5.102 0.0 0.0 0.0 0.00
H -1.686 1.085 -2.817 0.0 0.0 0.0 0.00
H -2.841 4.439 2.324 0.0 0.0 0.0 0.00
H -3.588 0.107 3.538 0.0 0.1 0.1 0.00
H -2.232 -1.444 4.995 0.0 0.0 0.0 0.00
H 0.232 -1.586 4.570 0.0 0.0 0.0 0.00
H 1.184 -0.396 2.614 0.0 -0.1 -0.1 -0.01
O -1.529 -0.286 -0.547 0.0 0.0 0.0 -0.02
C -2.134 -1.372 -0.735 -0.5 -0.9 -0.1 0.00
C -1.841 -2.706 -0.365 0.5 0.8 0.1 0.01
C -2.804 -3.681 -0.677 -0.4 -0.5 -0.1 0.00
C -2.602 -4.999 -0.375 0.1 0.7 -0.1 0.01
C -1.399 -5.423 0.249 0.2 0.0 0.1 0.00
C -0.434 -4.524 0.546 -0.1 -0.3 0.0 0.00
C -0.586 -3.112 0.267 0.2 0.3 0.1 0.01
O 0.310 -2.308 0.544 0.1 0.3 0.1 0.01
N -3.605 -5.974 -0.712 -0.3 -0.2 -0.1 0.00
O -3.395 -7.136 -0.407 0.0 0.0 0.0 0.00
O -4.613 -5.591 -1.284 0.0 0.0 0.0 0.00
H -3.078 -1.284 -1.294 0.0 0.1 0.1 0.00
H -3.731 -3.394 -1.157 0.0 0.0 0.0 0.00
H -1.281 -6.476 0.461 0.0 0.0 0.0 0.00
H 0.495 -4.828 1.010 0.0 0.0 0.0 0.00
O 0.755 -0.605 -2.743 0.1 0.0 0.2 0.02
C 1.515 -0.652 -1.795 -0.3 -0.4 -0.4 0.00
N 1.441 0.121 -0.653 -0.3 0.2 0.4 -0.04
C 2.458 -0.225 0.222 0.1 0.1 0.1 0.03
O 2.648 0.325 1.285 0.0 -0.1 0.1 0.00
C 3.241 -1.331 -0.396 -0.1 -0.2 -0.4 -0.01
C 4.299 -2.086 0.063 0.0 0.1 0.1 0.00
C 4.803 -3.072 -0.781 0.0 0.0 0.1 0.00
C 4.252 -3.296 -2.036 -0.1 0.0 -0.1 0.00
C 3.163 -2.553 -2.481 0.0 0.1 -0.1 0.00
C 2.677 -1.573 -1.644 0.3 0.0 0.3 0.01
H 4.720 -1.916 1.044 0.0 0.0 0.0 0.00
H 5.642 -3.675 -0.457 0.0 0.0 0.0 0.00
H 4.667 -4.062 -2.676 0.0 0.0 0.0 0.00
H 2.711 -2.726 -3.448 0.0 0.0 0.0 0.00
```
Positions in Å, forces in eV/Å.

As for the expectation value of S²: 3.77. As for the spin multiplicity: 4. Its HOMO-LUMO gap (alpha / beta) is 7.01 / 5.85 eV.

***

4.
Density functional theory data (ωB97M-V/def2-TZVPD) for a single C3H5N5O2 molecule at a distorted geometry.

The geometry in XYZ format:
```
15
Properties=species:S:1:pos:R:3:forces:R:3:nbo_charge:R:1
C 0.863 -0.701 0.005 4.7 0.7 1.0 0.57
C -1.382 -1.459 -0.498 -2.0 -2.6 -0.2 -0.10
C -1.435 0.664 0.097 1.0 2.4 2.1 0.49
N 1.334 0.366 -0.731 -2.7 -2.3 -0.2 -0.38
N 1.950 -1.053 0.805 -0.3 1.5 -1.2 -0.39
N 2.631 0.524 -0.458 0.1 -0.8 2.0 -0.06
N 3.001 -0.270 0.511 -0.3 0.4 -1.0 -0.07
N -1.574 1.987 -0.023 -1.7 -2.9 -0.9 -0.75
O -0.185 -1.484 0.254 -0.6 1.0 -0.9 -0.50
O -1.909 -0.138 -0.709 0.9 -0.6 -0.7 -0.38
H -1.329 -1.940 -1.469 0.5 0.5 -0.1 0.15
H -0.878 0.268 0.938 -0.2 0.5 0.1 0.18
H -1.061 2.618 0.486 1.2 1.5 1.2 0.42
H -2.028 2.193 -0.868 -0.4 1.3 -1.1 0.40
H 2.002 -1.576 1.660 -0.3 -0.4 -0.1 0.42
```
Positions in Å, forces in eV/Å.

As for the spin multiplicity: 1. Its HOMO-LUMO gap (alpha / beta) is 7.12 / 7.12 eV.

***

5.
Density functional theory data (ωB97M-V/def2-TZVPD) for a gas-phase ion, C4H11N2O (charge +1) at a distorted geometry.

The geometry in XYZ format:
```
18
Properties=species:S:1:pos:R:3:forces:R:3:nbo_charge:R:1
C 1.192 -0.654 -1.364 -0.4 0.4 0.8 -0.53
C 0.956 -0.016 -0.238 -3.9 1.0 1.7 0.31
O 1.807 0.304 0.771 1.0 -0.3 -0.4 -0.43
N 3.184 -0.081 0.371 0.9 2.1 0.8 -0.51
C -0.608 0.512 0.361 2.3 -2.9 -4.8 -0.08
C -1.713 0.678 -0.755 3.0 0.0 -0.9 -0.66
N -1.050 -0.440 1.401 -3.0 3.5 0.3 -0.67
H 2.224 -0.984 -1.341 -0.1 -0.4 -1.2 0.27
H 0.350 -0.800 -2.043 0.8 -0.3 -0.1 0.24
H 3.484 0.775 -0.232 -0.5 -1.8 1.4 0.36
H 3.739 -0.002 1.296 -1.3 0.0 -1.9 0.38
H -0.328 1.373 0.829 0.3 2.5 1.4 0.22
H -2.684 0.873 -0.392 -1.1 0.2 0.8 0.23
H -1.391 1.665 -1.295 -0.6 -2.3 0.3 0.27
H -1.772 -0.304 -1.381 0.3 2.1 0.7 0.24
H -1.779 0.221 1.863 1.3 -1.9 0.0 0.45
H -0.309 -0.653 2.018 0.9 -0.8 1.1 0.45
H -1.594 -1.194 1.025 0.2 -1.0 -0.2 0.45
```
Positions in Å, forces in eV/Å.

Its total charge is +1. As for the SMILES: C=C(ON)[C@@H](C)[NH3+]. As for the spin multiplicity: 1. Its HOMO-LUMO gap is 9.34 eV.

***

6.
Density functional theory data (ωB97M-V/def2-TZVPD) for a molecular structure, C11H18ClIIrN2O2P at a distorted geometry.

The geometry in XYZ format:
```
37
Properties=species:S:1:pos:R:3:forces:R:3:mulliken_spin:R:1
C 0.417 -3.171 -2.222 -0.8 -1.1 -0.5 -0.02
I -1.460 -2.431 -1.281 0.2 -2.1 -1.4 0.44
H 0.044 -3.992 -2.845 0.3 0.2 0.1 0.01
H 1.069 -3.550 -1.440 -0.2 0.1 0.1 0.00
H 0.867 -2.387 -2.825 -0.3 0.1 0.1 0.00
Ir -0.088 -0.602 -0.357 -1.3 2.1 4.0 1.09
P -0.194 0.928 -1.978 0.3 2.9 -2.3 0.12
C 1.357 1.260 -2.874 0.0 -0.4 0.2 0.00
C -1.435 0.542 -3.248 -0.1 -0.4 0.1 0.04
H -1.587 2.522 -0.808 0.2 0.2 -0.2 0.00
H -0.767 3.260 -2.230 0.1 -0.2 0.1 0.00
H 0.140 2.969 -0.714 -0.2 0.0 -0.2 0.00
C -0.650 2.584 -1.371 -0.2 -0.2 0.5 0.01
H -2.423 0.491 -2.778 0.1 0.0 -0.1 0.00
H -1.415 1.351 -3.990 0.0 -0.1 0.2 0.01
H 1.139 1.925 -3.721 0.0 -0.2 0.2 0.00
H 1.803 0.333 -3.253 0.0 0.2 0.0 0.00
H -1.203 -0.411 -3.735 -0.1 0.2 0.0 -0.01
H 2.073 1.756 -2.205 -0.1 -0.1 -0.2 0.00
C 1.730 -0.901 -0.552 5.2 -1.6 -1.9 0.04
O 2.867 -1.110 -0.696 -3.9 0.9 0.8 0.01
Cl -2.204 0.283 0.405 0.5 -0.6 -0.4 0.13
N -0.280 -2.326 6.588 1.2 1.3 -0.1 0.19
C 0.493 -1.357 6.006 -3.6 -3.6 -3.2 0.07
O 1.270 -0.659 6.643 1.5 1.6 1.3 0.90
C 0.351 -1.253 4.512 1.1 1.0 2.6 0.33
C -0.355 -2.182 3.738 -0.6 -1.0 0.5 0.33
C -0.447 -2.021 2.356 -0.2 0.0 -0.4 0.30
N 0.164 -1.003 1.735 -0.3 -0.3 -1.8 0.30
C 0.856 -0.093 2.446 0.3 0.6 0.2 0.38
C 0.968 -0.191 3.833 0.3 0.3 0.4 0.28
H -0.281 -2.381 7.591 0.0 -0.2 0.5 -0.01
H -1.055 -2.759 6.102 0.1 0.4 0.2 -0.01
H -0.849 -3.051 4.168 0.1 0.1 -0.2 0.02
H -1.026 -2.720 1.743 0.2 0.3 0.4 0.02
H 1.307 0.725 1.882 0.0 -0.1 0.4 -0.01
H 1.539 0.568 4.357 0.0 0.0 0.0 0.00
```
Positions in Å, forces in eV/Å.

Its total charge is +3. As for the expectation value of S²: 8.77. As for the spin multiplicity: 6. Its HOMO-LUMO gap (alpha / beta) is 6.66 / 4.98 eV.

***

no.,M (g mol⁻¹),E (hartree)
1,553.6,-2494.55225
2,111.1,-735.25636
3,795.4,-3200.01105
4,143.1,-541.37152
5,103.1,-343.37412
6,595.8,-1892.27518